(1)
C36H27CeN13O2S5 | ωB97M-V with the def2-TZVPD basis set

Structure (XYZ):
```
84
Properties=species:S:1:pos:R:3:forces:R:3
Ce 0.87444 -0.17999 0.34136 0.0 -0.5 0.2
N 0.93615 3.79892 1.01510 0.0 0.0 0.1
C 0.26370 2.60861 1.16594 0.0 0.1 0.1
S 0.75929 1.59670 2.48430 -0.1 0.3 0.3
N -0.67884 2.39625 0.28143 0.2 0.0 0.2
N -1.44190 1.20097 0.42916 0.1 0.1 -0.2
C -2.33245 1.04884 -0.72405 0.1 0.2 -0.1
C -2.46206 2.14252 -1.72328 0.0 0.0 0.1
C -2.15753 1.87025 -3.05840 -0.1 -0.1 -0.1
C -2.24844 2.85066 -4.03855 -0.1 0.0 0.1
C -2.61637 4.14362 -3.69544 0.0 0.0 0.0
C -2.90909 4.43839 -2.36775 0.0 -0.1 0.0
C -2.84141 3.44717 -1.39989 0.0 0.0 0.0
C -2.96169 -0.13729 -0.93107 -0.3 -0.1 -0.1
C -4.09148 -0.29547 -1.84705 0.3 0.1 0.2
C -4.85709 -1.39813 -1.84647 -0.1 -0.2 0.0
C -4.58608 -2.49580 -0.95591 -0.1 0.1 -0.2
C -3.49206 -2.40773 -0.18760 0.2 0.2 0.1
N -2.66803 -1.30487 -0.23881 0.0 -0.2 0.1
H 1.86940 3.78662 1.39587 0.0 0.0 0.0
H 0.84878 4.22929 0.10652 0.0 0.0 0.0
H -1.80914 0.87476 -3.31291 0.0 0.0 0.0
H -1.99771 2.60890 -5.06423 0.0 0.0 0.0
H -2.66901 4.91787 -4.45076 0.0 0.0 0.0
H -3.19669 5.44355 -2.08397 0.0 0.0 0.0
H -3.07627 3.69695 -0.37493 0.0 0.0 0.0
H -4.33733 0.53518 -2.48830 0.0 0.1 0.0
H -5.70576 -1.44805 -2.51844 0.0 0.0 0.0
H -5.21411 -3.37228 -0.90714 0.0 0.0 0.0
H -3.15508 -3.18641 0.48011 0.0 0.0 0.0
C 1.26298 -4.09485 -2.86553 0.1 -0.1 -0.2
S 0.34826 -4.36099 -1.35385 -0.1 0.0 0.3
C -0.24037 -2.74840 -0.96100 -0.1 0.0 -0.1
S -0.01395 -1.41573 -2.05024 0.0 -0.3 -0.2
N -0.84298 -2.70865 0.19424 0.0 0.1 -0.2
N -1.42799 -1.41954 0.46035 0.0 -0.2 -0.1
C -1.60071 -1.24956 1.87383 -0.2 0.0 -0.1
C -2.00004 -0.06800 2.39356 -0.1 0.0 0.3
C -2.35092 0.03269 3.80148 0.1 -0.1 -0.2
C -2.87264 1.15355 4.31703 -0.1 0.2 0.1
C -3.08329 2.31929 3.49010 0.0 -0.1 0.2
C -2.68436 2.26255 2.21221 0.0 -0.2 -0.1
N -2.15495 1.11264 1.67539 0.1 0.1 -0.2
H 1.61044 -5.09235 -3.13921 0.0 0.0 -0.1
H 2.12262 -3.44856 -2.70629 0.0 0.0 0.0
H 0.63644 -3.69065 -3.65775 0.0 0.0 0.0
H -1.53849 -2.13591 2.48651 0.1 0.1 0.0
H -2.16440 -0.84536 4.40680 0.0 0.0 0.0
H -3.12125 1.19139 5.37042 0.0 0.0 0.0
H -3.50756 3.23238 3.87869 0.0 0.0 0.0
H -2.72465 3.10448 1.54064 0.0 0.0 0.0
N 7.16580 1.32769 0.59360 0.0 0.0 0.0
C 6.13058 1.63298 0.17423 -0.2 -0.1 0.0
N 5.00773 2.09422 -0.34583 0.1 0.2 -0.1
C 3.86123 1.55162 -0.32162 0.1 0.1 0.0
N 2.75217 1.17256 -0.37835 0.2 0.2 -0.2
O 0.68909 -4.81660 1.84338 -0.1 0.0 0.0
S 0.85568 -3.72343 2.75549 -0.1 0.5 -0.1
O -0.23898 -3.37935 3.62771 0.0 -0.1 0.0
N 1.45235 -2.35671 1.98669 0.3 -0.4 0.2
C 2.73945 -2.18712 2.29021 -0.1 -0.2 0.1
S 3.69462 -1.04677 1.54501 -0.2 0.1 -0.1
C 3.26043 -3.11485 3.34858 -0.1 0.3 -0.3
C 4.51058 -3.14340 3.94396 0.1 0.0 0.0
C 4.73920 -4.10126 4.92207 -0.1 0.0 0.0
C 3.74015 -5.00891 5.28729 0.1 0.0 0.0
C 2.49123 -4.98115 4.68372 0.1 0.1 -0.1
C 2.29270 -4.01116 3.71787 0.0 -0.3 0.3
H 5.26929 -2.43126 3.64415 0.0 0.0 0.0
H 5.70385 -4.14780 5.41201 0.0 0.0 0.0
H 3.94238 -5.74590 6.05461 0.0 0.0 0.0
H 1.71176 -5.68085 4.95651 0.0 0.0 0.0
N 4.25850 0.92124 -5.79289 0.0 0.0 0.0
C 3.47625 1.38161 -5.08830 -0.2 0.2 0.3
C 2.49372 1.97573 -4.20489 0.3 -0.1 -0.3
C 2.21126 3.33512 -4.26540 0.0 0.1 -0.1
C 1.24045 3.83483 -3.42378 0.0 0.0 0.0
C 0.59463 2.96290 -2.55696 0.1 -0.1 0.1
N 0.87512 1.66269 -2.47450 0.2 0.1 -0.1
C 1.81183 1.18609 -3.28974 -0.1 -0.1 0.1
H 2.74351 3.97109 -4.96031 0.0 0.0 0.0
H 0.96781 4.88148 -3.43465 0.0 0.0 0.0
H -0.18073 3.31557 -1.88692 0.0 0.0 0.0
H 2.03806 0.12872 -3.21516 0.0 0.0 0.0
```
Forces are in eV/Å.

As for the spin multiplicity: 2. The value obtained for the orbital gap (alpha / beta) is 7.05 / 7.06 eV. Its charge is -1. The relative energy (zero: lowest compared OMol25 entry of this formula, charge and spin) is 68.6 kcal/mol. The calculation puts the electronic energy at -4716.49677 Ha.

Here are the Löwdin charges for atoms 1 to 5, given in e: 0.6319 0.0819 -0.8890 0.6740 0.0241


(2)
C36H27CoF5N3O2PS2 | ωB97M-V with the def2-TZVPD basis set

Structure (XYZ):
```
77
Properties=species:S:1:pos:R:3:forces:R:3
Co -0.87804 -0.29930 -0.70480 -0.1 0.1 -0.1
N 2.50287 -2.38206 -1.35603 0.0 0.0 -0.1
C 2.07237 -3.15046 -0.27802 0.1 0.0 0.0
C 2.25463 -4.53414 -0.27595 0.0 0.0 0.0
C 1.82580 -5.30387 0.78747 0.0 0.0 0.0
C 1.21662 -4.71343 1.89026 0.0 0.0 0.0
C 1.01248 -3.34711 1.89099 0.0 0.1 0.0
C 1.40863 -2.55874 0.80579 -0.1 0.0 0.2
P 0.94769 -0.81625 0.76522 0.2 -0.2 0.0
C -0.63418 -0.26930 2.81007 0.0 0.0 0.0
C -0.81536 0.77715 3.70283 0.1 0.0 0.0
C -2.07302 0.99480 4.24019 -0.1 0.0 0.0
C -3.14532 0.18365 3.87531 0.0 0.1 0.0
C -2.94575 -0.85846 2.98471 0.0 0.0 0.0
C -1.68282 -1.09970 2.45222 0.0 0.0 0.0
C 2.49401 0.08870 0.52963 0.0 0.1 0.0
C 2.64049 0.98805 -0.52540 0.0 0.0 0.1
C 3.84273 1.66339 -0.69471 0.0 0.0 0.0
C 4.88882 1.44735 0.18987 0.0 0.0 0.0
C 4.74375 0.55221 1.24440 0.0 0.0 0.0
C 3.55351 -0.13375 1.41153 0.0 0.0 0.0
H 3.05488 -2.89117 -2.03006 0.0 0.0 0.0
H 2.92829 -1.49397 -1.12992 0.0 0.0 0.0
H 2.75060 -5.00110 -1.11870 0.0 0.0 0.0
H 1.98261 -6.37414 0.76316 0.0 0.0 0.0
H 0.90761 -5.31187 2.73547 0.0 0.0 0.0
H 0.53875 -2.87399 2.74290 0.0 0.0 0.0
H 0.03325 1.39101 3.97598 0.0 0.0 0.0
H -2.21915 1.80031 4.94769 0.0 0.0 0.0
H -4.12706 0.36198 4.29241 0.0 0.0 0.0
H -3.76952 -1.50666 2.71310 0.0 0.0 0.0
H -1.51389 -1.94451 1.79407 0.0 0.0 0.0
H 1.82334 1.15104 -1.21906 0.0 0.0 0.0
H 3.95849 2.35426 -1.51948 0.0 0.0 0.0
H 5.82542 1.97257 0.05659 0.0 0.0 0.0
H 5.56484 0.38383 1.92811 0.0 0.0 0.0
H 3.44208 -0.84150 2.22433 0.0 0.0 0.0
F 1.37482 -4.04893 -5.86788 0.0 0.0 0.0
C 0.97356 -3.00654 -5.14973 0.0 0.0 0.0
C 0.42896 -3.19324 -3.89151 0.0 0.0 0.0
F 0.31957 -4.42035 -3.37998 0.0 0.0 0.0
C 0.02591 -2.09602 -3.16164 0.0 0.0 -0.1
F -0.48110 -2.32613 -1.92360 0.0 0.0 0.1
C 0.14146 -0.79441 -3.61908 0.1 0.0 0.0
S -0.36474 0.60109 -2.67990 0.0 0.1 -0.1
C 0.70046 -0.63896 -4.88608 0.0 0.0 0.1
F 0.85955 0.58368 -5.38932 0.0 0.0 0.0
C 1.11059 -1.72003 -5.64664 0.0 0.0 0.0
F 1.63742 -1.53438 -6.85112 0.0 0.0 0.0
C 1.62811 6.33285 0.29444 0.0 0.0 0.0
C 0.54474 5.31118 0.48159 0.0 0.0 0.0
C -0.79598 5.68234 0.50427 0.0 0.0 0.0
C -1.80234 4.74256 0.66813 0.0 0.0 0.0
C -1.44282 3.41074 0.78479 0.1 0.0 0.0
C -0.11291 3.00705 0.78647 0.0 0.0 0.0
C 0.87170 3.96003 0.62575 0.0 0.0 0.0
S -2.71674 2.23182 1.08558 0.0 0.0 0.0
O -4.01627 2.89155 1.10859 0.0 0.0 0.0
O 0.65038 -0.48421 2.33755 -0.1 0.1 0.0
N -2.45659 1.10931 -0.01062 -0.1 0.0 0.2
C -3.41027 0.12420 -0.25953 -0.2 0.1 0.0
C -4.79755 0.23529 -0.17646 0.1 0.0 0.0
C -5.54477 -0.87725 -0.51574 0.0 -0.1 0.0
C -4.91806 -2.04651 -0.93305 -0.1 0.0 0.0
C -3.54045 -2.06430 -1.00880 0.2 0.0 0.0
N -2.81054 -1.00169 -0.67299 0.0 -0.2 0.0
H 1.24624 7.34528 0.40768 0.0 0.0 0.0
H 2.05928 6.24555 -0.70471 0.0 0.0 0.0
H 2.43394 6.18442 1.01333 0.0 0.0 0.0
H -1.06363 6.72535 0.39431 0.0 0.0 0.0
H -2.84395 5.03075 0.68964 0.0 0.0 0.0
H 0.15394 1.96650 0.91008 0.0 -0.1 0.0
H 1.91140 3.65409 0.61707 0.0 0.0 0.0
H -5.26264 1.15726 0.13422 0.0 0.0 0.0
H -6.62430 -0.82892 -0.46333 0.0 0.0 0.0
H -5.48714 -2.92261 -1.20657 0.0 0.0 0.0
H -2.98968 -2.93326 -1.34734 0.0 0.0 0.0
```
Forces are in eV/Å.

As for the spin multiplicity: 5. The value obtained for the orbital gap (alpha / beta) is 8.09 / 5.45 eV. Its charge is +1. The relative energy (zero: lowest compared OMol25 entry of this formula, charge and spin) is 2.4 kcal/mol. The calculation puts the electronic energy at -4722.41900 Ha.

Here are the Löwdin charges for atoms 1 to 5, given in e: 0.3632 0.1369 -0.3147 -0.0232 -0.0615


(3)
C36H27F9N3O2PV | ωB97M-V with the def2-TZVPD basis set

Structure (XYZ):
```
79
Properties=species:S:1:pos:R:3:forces:R:3
V -0.84096 -0.58502 0.53413 -1.8 0.6 2.1
C -2.93234 -0.26618 -3.21359 1.7 2.2 -0.1
C -2.48100 -0.73408 -1.85506 1.4 2.1 0.1
N -1.95243 0.13217 -0.90436 -1.1 -1.5 -2.7
N -2.05162 1.46121 -1.14411 0.3 0.2 1.8
C -1.47603 2.12225 -0.10436 -0.6 -0.4 -1.2
O -0.77634 1.45109 0.77998 -0.4 -1.5 -0.3
C -1.61409 3.58884 -0.06397 -0.6 -0.8 -1.3
C -1.16268 4.32158 0.99692 2.2 0.4 1.7
C -1.15116 5.71074 0.91230 -1.0 1.2 -0.7
C -1.68232 6.36245 -0.24381 -0.2 -0.7 1.2
C -2.20542 5.59928 -1.31509 0.3 0.5 0.5
C -2.21261 4.22235 -1.19053 1.0 0.7 1.6
C -2.27239 -2.11614 -1.57215 -0.7 -0.9 1.4
C -2.64436 -3.12010 -2.47753 1.7 -0.2 0.8
C -2.44229 -4.47961 -2.19561 -0.3 0.5 2.1
C -1.83719 -4.70357 -0.89940 -0.3 -1.8 -2.2
C -1.53352 -3.65306 -0.06806 0.5 0.4 1.8
N -1.80750 -2.37233 -0.29343 0.6 0.2 -2.3
H -3.96794 -0.15967 -3.46329 -0.9 -0.2 0.7
H -2.53212 -0.80535 -4.09778 0.2 -0.1 1.0
H -2.52683 0.79630 -3.26354 -0.6 -1.2 -0.2
H -0.65533 3.81800 1.87515 -0.9 0.6 -1.1
H -0.84513 6.37588 1.74149 0.0 -0.8 -0.5
H -1.83779 7.45074 -0.14029 0.4 -0.6 -0.6
H -2.59156 6.08936 -2.21697 0.0 -0.2 0.5
H -2.72475 3.60832 -1.85098 -0.6 -0.9 -1.5
H -2.75187 -2.82584 -3.48322 -1.0 0.3 -0.9
H -2.89462 -5.21393 -2.91030 1.1 0.4 0.9
H -1.47303 -5.70557 -0.55934 -0.8 0.9 -0.5
H -1.06362 -3.83150 0.90534 -0.2 -0.2 -0.3
F -4.76766 -0.69871 3.47043 1.7 -0.1 -0.5
C -3.82750 -1.29471 2.65592 -3.3 0.2 1.0
F -4.41604 -2.51112 2.45240 1.6 0.8 -0.5
F -3.85047 -0.58807 1.51119 0.5 -0.5 0.2
C -2.39908 -1.34545 3.27109 1.0 0.2 -0.2
O -1.39913 -1.34408 2.27820 -0.1 0.8 -1.3
C -2.20530 -2.61005 4.11665 0.0 -2.4 -0.5
F -1.03677 -2.50193 4.76178 -0.5 -1.1 -0.4
F -2.18192 -3.70142 3.25853 0.6 1.0 0.8
F -3.15507 -2.89836 5.00023 0.2 0.7 -0.3
C -2.08873 -0.18418 4.27889 0.2 1.4 -1.1
F -2.95958 -0.19526 5.29609 1.2 0.5 -0.9
F -0.80740 -0.22518 4.72297 -1.3 0.3 0.0
F -2.11997 0.97984 3.52759 -0.7 -0.9 1.2
C 2.97280 3.27811 -3.30744 1.2 -0.5 1.8
C 1.77423 2.62196 -3.47365 0.3 0.0 -1.8
C 1.33524 1.72590 -2.52258 0.3 -0.4 0.0
C 2.10440 1.44752 -1.41229 -0.2 -0.3 1.6
C 3.32669 2.12162 -1.13157 -1.1 0.5 -0.2
C 3.75913 2.98383 -2.14941 0.3 1.1 0.3
P 1.55850 -0.00664 -0.36785 1.8 0.4 -0.5
C 2.35617 -1.38663 -1.20712 0.1 -0.4 -2.9
C 2.42952 -2.59225 -0.54841 0.4 -1.0 -0.5
C 3.02336 -3.74706 -1.08715 0.5 0.6 0.1
C 3.50030 -3.67287 -2.42348 0.3 -0.3 1.1
C 3.37948 -2.49536 -3.19415 0.1 -0.2 0.6
C 2.84848 -1.36970 -2.58264 -0.2 -0.6 1.7
C 2.41111 -0.02259 1.21243 -1.3 -1.0 1.9
C 1.57977 -0.15062 2.40106 -0.2 1.0 -2.9
C 2.16923 -0.15356 3.61983 1.0 -0.6 2.0
C 3.62117 -0.18150 3.78551 -2.2 0.5 -1.5
C 4.40404 -0.06465 2.65374 0.3 -0.5 -0.6
C 3.77381 -0.14174 1.36521 0.8 1.2 1.0
H 3.33091 4.03982 -3.98538 0.0 -0.2 -0.2
H 1.34006 2.65260 -4.49321 -0.4 0.4 1.0
H 0.42185 1.19319 -2.66363 -0.6 -0.3 -0.2
H 3.74216 2.15026 -0.09174 0.0 -0.4 -1.4
H 4.71336 3.54358 -1.99192 -1.0 -0.5 -0.2
H 2.11672 -2.59407 0.45375 -0.4 -0.3 1.4
H 3.24647 -4.56950 -0.33674 -0.4 0.8 -1.6
H 4.14105 -4.48328 -2.76702 -0.5 0.0 -0.2
H 3.81479 -2.41338 -4.21465 -0.4 -0.2 1.0
H 3.01608 -0.45371 -3.06668 -0.4 1.2 -0.7
H 0.45573 -0.15855 2.19006 1.7 0.3 1.4
H 1.52928 -0.14271 4.52074 0.6 -0.2 -0.6
H 4.04410 -0.28690 4.75962 0.2 0.2 0.5
H 5.52007 0.05739 2.73926 -1.4 -0.5 -0.2
H 4.39538 -0.14845 0.49697 0.4 0.0 -0.5
```
Forces are in eV/Å.

As for the spin multiplicity: 2. The value obtained for the orbital gap (alpha / beta) is 4.24 / 5.65 eV. Its charge is +2. The calculation puts the electronic energy at -3886.32804 Ha.

Here are the Löwdin charges for atoms 1 to 5, given in e: 1.0797 0.0136 -0.1267 -0.0801 0.0931